1.
{
  "formula": "C10H12N3O",
  "method": "ωB97M-V/def2-TZVPD",
  "symbols": ["C", "C", "C", "C", "C", "C", "C", "C", "C", "C", "N", "N", "N", "O", "H", "H", "H", "H", "H", "H", "H", "H", "H", "H", "H", "H"],
  "coordinates": [[3.4981, -0.9015, -0.2474], [2.6318, -1.4526, 0.7019], [3.0665, 0.0830, -1.1281], [1.2449, -1.1866, 0.6083], [1.7197, 0.5295, -1.0584], [0.7816, -0.2013, -0.3259], [-2.7120, 1.3058, -0.5404], [-3.0564, -0.9057, -0.1648], [-1.2783, 1.1834, -0.9991], [-0.7122, -0.0534, -0.4229], [-3.4650, 0.3668, -0.1342], [-1.5005, -1.0403, -0.1175], [-0.9565, 0.8756, 1.7827], [-3.7054, -1.8921, -0.2147], [4.5874, -1.1827, -0.0522], [3.0737, -2.1889, 1.3273], [3.7992, 0.5308, -1.7948], [0.4070, -1.5486, 1.2670], [1.3268, 1.2566, -1.6759], [-3.1175, 2.3561, -0.5108], [-0.9390, 1.2461, -2.1163], [-0.8003, 2.0191, -0.6158], [-1.2734, -1.9896, -0.0125], [-1.0481, 1.9023, 2.0842], [-0.0016, 0.6412, 2.2520], [-1.5705, 0.2471, 2.1084]],
  "forces_ev_per_a": [[1.1, 0.1, 1.3], [-1.8, 0.1, -1.3], [-0.6, 0.5, 0.5], [-0.3, 0.7, -0.1], [0.7, -2.5, 0.2], [0.2, -1.5, 1.2], [-0.4, 1.3, -0.9], [2.0, -1.4, -0.4], [-0.7, -1.3, -1.7], [2.5, 0.2, 0.3], [-0.7, 1.9, 0.0], [-2.9, 1.1, -1.0], [6.1, 4.5, 0.2], [0.4, 0.0, 0.2], [-1.5, 0.5, -1.1], [-0.2, -0.4, 0.9], [-0.4, 0.1, 0.1], [1.6, -0.3, -0.4], [-0.2, 1.6, -1.4], [0.3, -1.2, 0.1], [-1.4, -0.4, 1.5], [1.2, 1.5, 1.0], [1.1, -1.3, 0.3], [-0.7, -2.3, -0.3], [-2.1, 0.3, -1.2], [-3.2, -2.1, 2.0]],
  "e_lumo_ev": -4.76,
  "fmax_ha_per_bohr": 0.1472,
  "charge": 1,
  "homo_ev": -13.42,
  "total_energy_ev": -17074.175,
  "molar_mass_g_mol": 190.23
}

2.
{
  "formula": "C10H12N3O",
  "method": "ωB97M-V/def2-TZVPD",
  "symbols": ["N", "N", "C", "C", "N", "C", "C", "O", "C", "C", "C", "C", "C", "C", "H", "H", "H", "H", "H", "H", "H", "H", "H", "H", "H", "H"],
  "coordinates": [[2.8236, -0.4132, 1.5336], [2.1746, -1.3377, 1.7679], [1.1119, -2.1415, 1.6765], [0.2599, -1.7403, 0.2821], [-0.4023, -0.5699, 0.3455], [-1.8100, -0.6733, 0.5255], [-2.6027, -1.6657, -0.2932], [-2.0961, -2.4364, -1.0884], [0.0878, 0.6495, -0.2454], [-0.6318, 1.1938, -1.2938], [-0.3209, 2.4019, -1.9226], [0.8039, 3.0552, -1.5312], [1.5715, 2.5647, -0.4977], [1.1731, 1.3775, 0.2047], [0.6283, -1.9884, 2.7359], [1.5654, -3.1882, 1.5217], [1.0555, -1.6496, -0.4333], [-0.3866, -2.6196, 0.1012], [-2.3529, 0.2575, 0.7616], [-1.9636, -1.1816, 1.5396], [-3.6710, -1.6528, -0.1552], [-1.4681, 0.6086, -1.5703], [-0.8411, 2.8388, -2.7763], [1.1357, 4.0748, -2.0156], [2.3906, 3.1284, -0.1903], [1.7653, 1.1075, 1.0175]],
  "forces_ev_per_a": [[-2.6, -5.5, 1.8], [5.3, 7.3, -2.0], [-1.6, -3.0, 1.5], [1.3, -1.5, 0.7], [-1.0, 2.3, -0.5], [-1.6, -1.1, 2.9], [1.3, 0.0, -1.9], [-0.5, 0.7, 0.8], [0.1, 0.4, 0.0], [-0.4, 0.4, -0.5], [-0.6, -0.9, -0.5], [1.9, 2.8, -0.4], [-1.8, -1.9, 0.5], [0.4, 1.8, -1.9], [0.2, -0.8, -2.1], [-1.1, 1.2, 0.5], [0.5, -0.5, -0.5], [0.6, 0.5, 0.2], [0.5, -0.1, -0.8], [0.1, 0.4, -0.6], [-0.8, 0.0, 0.4], [-0.9, -0.2, -0.8], [-0.4, -0.6, 0.4], [-0.8, -2.3, 0.9], [1.4, 0.6, 0.7], [0.4, -0.2, 1.2]],
  "e_lumo_ev": [-5.48, -5.48],
  "fmax_ha_per_bohr": 0.1807,
  "charge": 1,
  "homo_ev": [-12.42, -12.42],
  "total_energy_ev": -17071.615,
  "molar_mass_g_mol": 190.23
}

3.
{
  "formula": "C10H12NO2P",
  "method": "ωB97M-V/def2-TZVPD",
  "symbols": ["C", "C", "C", "C", "C", "C", "C", "C", "C", "C", "N", "O", "O", "P", "H", "H", "H", "H", "H", "H", "H", "H", "H", "H", "H", "H"],
  "coordinates": [[-2.0660, 1.6829, -0.8010], [-0.7820, 1.3834, -0.2766], [-3.0621, 0.7791, -0.5486], [-1.5252, -0.5995, 0.7704], [-0.4937, 0.3162, 0.5163], [-2.7654, -0.3556, 0.2049], [4.8190, -0.4631, -0.4238], [0.8587, -0.0339, 0.9072], [2.9034, 0.0403, -0.8347], [-3.8437, -1.3578, 0.5214], [2.4872, 1.2247, -0.3086], [5.4486, 0.2621, 0.2912], [1.8869, 0.9987, 1.0314], [1.6315, -1.2903, -0.4162], [-2.1477, 2.3992, -1.4706], [0.0193, 2.0237, -0.4302], [-4.0184, 0.7196, -0.9817], [-1.3854, -1.3859, 1.5364], [5.1580, -1.1304, -1.2305], [0.8940, -0.6835, 1.8653], [3.0251, 0.0824, -1.9845], [-4.5880, -1.0786, 1.3697], [-4.6178, -1.1937, -0.3867], [-3.4537, -2.3359, 0.6135], [3.0844, 2.0451, -0.1247], [2.5331, -2.0491, 0.5905]],
  "forces_ev_per_a": [[1.7, -4.0, 2.9], [-1.4, 0.7, -0.2], [1.1, -1.1, 0.3], [0.1, 0.7, 0.6], [-1.4, -0.7, -0.2], [-0.2, -0.9, 1.8], [-3.1, 2.9, -0.4], [3.3, -1.8, 0.9], [3.5, -2.5, -1.7], [-3.9, 2.7, -1.6], [-1.6, 1.7, 1.9], [-0.4, -1.4, -0.7], [-0.9, -0.6, -0.7], [1.2, 0.1, 1.9], [-0.6, 3.6, -2.8], [1.3, 1.3, -0.7], [-1.1, 0.8, -0.7], [-0.1, 0.2, -0.8], [0.6, -0.5, 0.4], [-0.1, 1.4, -1.3], [-0.2, 0.2, 1.7], [1.8, -0.4, -0.9], [1.6, -1.3, 1.7], [0.0, -1.1, 0.0], [0.1, -1.0, -0.3], [-1.2, 1.0, -1.2]],
  "e_lumo_ev": 0.58,
  "fmax_ha_per_bohr": 0.1013,
  "charge": 0,
  "homo_ev": -7.91,
  "total_energy_ev": -25432.779,
  "molar_mass_g_mol": 209.19
}

4.
{
  "formula": "C10H12NO2S2",
  "method": "ωB97M-V/def2-TZVPD",
  "symbols": ["C", "C", "C", "C", "C", "C", "C", "C", "C", "C", "N", "O", "O", "S", "S", "H", "H", "H", "H", "H", "H", "H", "H", "H", "H", "H", "H"],
  "coordinates": [[-0.8381, -3.1003, -2.8088], [-1.4072, -1.9463, -3.2252], [-0.0901, -3.0632, -1.6536], [-1.2592, -0.7775, -2.4532], [0.1672, -1.9021, -0.9143], [-1.0319, -0.3467, 1.1609], [1.2514, 0.7120, -0.2107], [-1.5676, 0.8366, 3.1339], [2.9164, 2.7603, 1.0472], [-0.0591, 0.4206, -0.6663], [-0.4044, -0.6908, -1.3941], [-1.2255, -1.5015, 1.0796], [-0.9531, 0.6852, 1.8397], [2.5766, -0.2931, 0.0273], [1.2513, 2.4514, 0.2305], [-0.9333, -4.0472, -3.2222], [-2.1687, -1.9659, -4.0397], [0.3322, -3.8855, -1.2742], [-1.7591, 0.1517, -2.5457], [0.6788, -1.9218, 0.0677], [-2.6584, 1.0566, 3.0230], [-1.2038, 1.8214, 3.6051], [-1.4732, -0.1113, 3.7574], [3.0164, 3.8742, 0.9200], [3.7029, 2.0814, 0.7364], [2.6819, 2.3926, 2.0995], [-0.6598, 1.2417, -0.9987]],
  "forces_ev_per_a": [[1.3, 0.5, 1.7], [-2.3, 2.1, -0.3], [-0.2, 3.6, 0.3], [1.1, -0.5, 0.3], [-1.3, 0.2, -1.5], [1.9, -0.4, -3.1], [2.5, 0.9, 1.3], [-1.5, 0.7, 2.4], [-2.2, -0.4, 1.3], [-2.9, -0.2, 1.6], [1.7, -5.3, -0.2], [-0.9, 1.0, 1.1], [-0.3, 1.3, 1.0], [-1.2, 0.9, -0.4], [1.3, -0.9, -0.3], [-0.5, -1.3, -1.3], [0.9, 0.3, 0.7], [1.4, -3.2, 1.2], [-0.6, 0.6, -1.0], [-0.2, 0.2, -1.5], [0.8, -0.5, -0.4], [0.2, -2.0, -0.8], [0.3, 1.5, -0.7], [0.4, -1.4, 0.4], [0.1, 0.4, -0.8], [0.6, 1.2, -1.0], [-0.2, 0.7, 0.1]],
  "e_lumo_ev": -4.21,
  "fmax_ha_per_bohr": 0.1087,
  "charge": 1,
  "homo_ev": -11.74,
  "total_energy_ev": -37809.834,
  "molar_mass_g_mol": 242.34
}

- What is the charge in the third record?
  0

- Which of these has the lowest charge?
  C10H12NO2P

What did the fourth record say?
{
  "formula": "C10H12NO2S2",
  "method": "ωB97M-V/def2-TZVPD",
  "symbols": ["C", "C", "C", "C", "C", "C", "C", "C", "C", "C", "N", "O", "O", "S", "S", "H", "H", "H", "H", "H", "H", "H", "H", "H", "H", "H", "H"],
  "coordinates": [[-0.8381, -3.1003, -2.8088], [-1.4072, -1.9463, -3.2252], [-0.0901, -3.0632, -1.6536], [-1.2592, -0.7775, -2.4532], [0.1672, -1.9021, -0.9143], [-1.0319, -0.3467, 1.1609], [1.2514, 0.7120, -0.2107], [-1.5676, 0.8366, 3.1339], [2.9164, 2.7603, 1.0472], [-0.0591, 0.4206, -0.6663], [-0.4044, -0.6908, -1.3941], [-1.2255, -1.5015, 1.0796], [-0.9531, 0.6852, 1.8397], [2.5766, -0.2931, 0.0273], [1.2513, 2.4514, 0.2305], [-0.9333, -4.0472, -3.2222], [-2.1687, -1.9659, -4.0397], [0.3322, -3.8855, -1.2742], [-1.7591, 0.1517, -2.5457], [0.6788, -1.9218, 0.0677], [-2.6584, 1.0566, 3.0230], [-1.2038, 1.8214, 3.6051], [-1.4732, -0.1113, 3.7574], [3.0164, 3.8742, 0.9200], [3.7029, 2.0814, 0.7364], [2.6819, 2.3926, 2.0995], [-0.6598, 1.2417, -0.9987]],
  "forces_ev_per_a": [[1.3, 0.5, 1.7], [-2.3, 2.1, -0.3], [-0.2, 3.6, 0.3], [1.1, -0.5, 0.3], [-1.3, 0.2, -1.5], [1.9, -0.4, -3.1], [2.5, 0.9, 1.3], [-1.5, 0.7, 2.4], [-2.2, -0.4, 1.3], [-2.9, -0.2, 1.6], [1.7, -5.3, -0.2], [-0.9, 1.0, 1.1], [-0.3, 1.3, 1.0], [-1.2, 0.9, -0.4], [1.3, -0.9, -0.3], [-0.5, -1.3, -1.3], [0.9, 0.3, 0.7], [1.4, -3.2, 1.2], [-0.6, 0.6, -1.0], [-0.2, 0.2, -1.5], [0.8, -0.5, -0.4], [0.2, -2.0, -0.8], [0.3, 1.5, -0.7], [0.4, -1.4, 0.4], [0.1, 0.4, -0.8], [0.6, 1.2, -1.0], [-0.2, 0.7, 0.1]],
  "e_lumo_ev": -4.21,
  "fmax_ha_per_bohr": 0.1087,
  "charge": 1,
  "homo_ev": -11.74,
  "total_energy_ev": -37809.834,
  "molar_mass_g_mol": 242.34
}